312
Properties=species:S:1:pos:R:3:forces:R:3 method="wB97M-V/def2-TZVPD" fmax_ha_per_bohr=0.0938 homo_energy_ev=-8.087 multiplicity=1 e_tot_ha=-6740.2066
C 4.87216 -2.03659 -2.74013 -0.004 0.940 1.338
C 5.34646 -3.22944 -2.22438 0.367 -1.176 -1.054
C 5.60517 -4.29827 -3.12503 -1.095 0.296 1.590
C 5.34634 -4.13505 -4.47283 0.604 -0.891 -0.689
C 4.87545 -2.91708 -4.93388 0.590 1.114 -0.691
C 4.62854 -1.82833 -4.07634 -0.099 -0.038 -0.873
C 4.79065 -2.69567 -6.40067 -1.518 0.153 -1.578
O 4.10315 -1.78612 -6.85898 0.930 -0.574 0.496
C 5.36210 -3.72113 -7.39319 -0.224 0.437 1.738
C 5.29933 -3.49225 -8.74647 0.273 0.760 0.763
C 5.76286 -4.43130 -9.62599 -0.455 1.000 -1.645
C 6.21075 -5.63371 -9.17015 0.240 -1.242 0.101
C 6.16481 -5.92631 -7.81549 0.294 -0.096 -0.034
C 5.80762 -4.94519 -6.91000 -0.831 0.139 -0.034
C 5.72794 -5.25732 -5.46331 0.877 -0.311 1.305
O 6.10336 -6.34891 -5.05399 -0.629 0.893 -0.126
H 4.72292 -1.22043 -2.02235 0.011 -0.193 -0.381
H 5.53110 -3.32628 -1.14888 -0.108 -0.089 -0.466
H 5.80414 -5.28630 -2.72326 0.502 0.089 -0.210
H 4.28893 -0.83321 -4.46764 0.318 -1.185 0.180
H 4.97038 -2.51687 -9.01108 -0.414 0.519 -0.618
H 5.70283 -4.20013 -10.70598 0.249 -0.295 0.700
H 6.55426 -6.35982 -9.89723 -0.036 -0.163 0.193
H 6.37839 -6.90086 -7.41949 0.304 -0.296 -0.045
C -2.34121 3.34669 -0.26297 0.528 0.919 -0.677
C -3.05934 2.83964 0.80504 -0.454 -0.310 -0.737
C -2.71056 1.61313 1.30778 0.935 -0.522 0.306
C -1.60843 0.87562 0.81112 -0.808 1.908 -0.619
C -0.92506 1.38542 -0.31054 0.476 -0.077 0.723
C -1.28511 2.63570 -0.81552 -0.400 -0.742 0.341
C 0.32730 0.70516 -0.82231 0.317 -0.127 0.351
O 1.04185 1.18015 -1.69077 -0.723 0.058 0.056
C 0.75203 -0.54378 -0.11241 -0.853 -0.986 0.589
C 1.85209 -1.28412 -0.60049 -0.711 1.462 0.320
C 2.30543 -2.39823 0.08064 0.656 0.293 -0.406
C 1.60596 -2.83952 1.16889 -1.088 -0.142 0.276
C 0.42779 -2.22639 1.59205 -0.079 0.543 1.076
C -0.01087 -1.04251 1.01083 1.002 -0.173 -1.055
C -1.28587 -0.39006 1.46781 2.264 0.806 -2.797
O -2.07826 -0.87675 2.18799 -1.712 -1.844 2.624
H -2.54592 4.34570 -0.67617 -0.167 -0.594 0.162
H -3.97031 3.30481 1.15798 0.261 0.402 0.191
H -3.25179 1.27455 2.17764 -0.004 -0.472 -0.055
H -0.76962 2.97064 -1.68634 0.374 0.447 -0.073
H 2.34336 -0.86972 -1.47497 0.083 -0.189 0.073
H 3.25337 -2.87508 -0.17442 -0.384 -0.040 -0.194
H 1.87545 -3.72632 1.68058 0.536 -0.693 0.507
H -0.06500 -2.57098 2.52271 0.111 -0.006 -0.814
C -3.61049 -4.26069 0.97247 -0.939 -0.145 0.170
C -3.36197 -5.59893 0.74065 0.135 0.075 0.057
C -2.46252 -5.92170 -0.23748 0.318 0.944 -0.734
C -1.88555 -4.87833 -1.01790 0.733 -0.667 0.127
C -2.09806 -3.52772 -0.74524 -2.230 -0.237 0.419
C -3.07377 -3.24798 0.24738 1.744 0.374 -0.494
C -1.61471 -2.40711 -1.60167 0.720 0.411 0.087
O -1.94767 -1.24473 -1.39594 0.030 -1.035 -0.227
C -0.58595 -2.77302 -2.61699 0.857 0.474 -0.728
C 0.10628 -1.79484 -3.35981 0.471 0.177 -0.387
C 1.19637 -2.12104 -4.17776 -0.805 -0.455 0.492
C 1.56900 -3.45076 -4.23200 0.839 -0.314 -1.023
C 0.90796 -4.47251 -3.59041 -0.745 1.332 0.541
C -0.17755 -4.09701 -2.77836 -0.173 -1.154 0.174
C -0.90587 -5.22877 -2.09329 0.414 0.692 0.205
O -0.62727 -6.36416 -2.38641 -0.239 -0.704 0.064
H -4.34986 -4.01328 1.68962 -0.493 0.266 0.798
H -3.88004 -6.33093 1.34683 0.161 -0.179 -0.124
H -2.21017 -6.94510 -0.40924 0.251 -0.383 -0.435
H -3.28854 -2.23713 0.52928 -0.177 0.390 -0.208
H -0.15921 -0.75890 -3.31877 -0.416 0.399 0.281
H 1.78016 -1.45856 -4.82408 -0.514 0.386 0.530
H 2.40245 -3.65558 -4.89670 -0.016 -0.340 0.176
H 1.21147 -5.49331 -3.69815 -0.074 -0.348 0.078
C 0.73930 9.59665 -8.53435 -0.266 -0.759 -0.038
C 1.71110 8.62566 -8.84749 -0.500 -0.411 0.144
C 1.80136 7.33725 -8.34806 -1.998 0.524 1.080
C 0.82616 6.99313 -7.35283 1.131 2.075 -2.037
C -0.12220 7.97920 -7.02330 -0.183 -0.592 0.387
C -0.26659 9.23466 -7.63963 1.908 -0.461 -0.334
C -1.08844 7.65751 -5.94263 2.161 -2.244 -1.003
O -1.98329 8.37387 -5.70000 -2.875 2.468 1.028
C -0.94730 6.35925 -5.23214 0.786 -1.273 -0.247
C -1.86051 6.03072 -4.26422 1.163 -1.208 0.923
C -1.79689 4.77876 -3.63647 0.897 0.644 -1.759
C -0.82464 3.85690 -3.98718 0.109 -0.697 0.405
C 0.11389 4.15585 -4.96913 0.470 -0.803 0.456
C 0.02142 5.36806 -5.58730 -0.447 1.804 -1.545
C 0.83826 5.63513 -6.83364 -0.883 0.161 2.317
O 1.48893 4.77468 -7.34205 0.952 -1.187 -0.857
H 0.73811 10.55972 -9.05802 0.007 -0.444 0.272
H 2.36641 8.75519 -9.64386 1.211 1.037 -1.245
H 2.51164 6.63955 -8.78277 -0.169 0.009 0.422
H -1.06760 9.89728 -7.38111 -0.268 0.051 0.234
H -2.51229 6.72132 -3.82076 -1.110 1.050 -0.110
H -2.60635 4.58546 -3.01891 -1.045 -0.740 1.576
H -0.76797 2.87389 -3.49852 -0.128 0.465 -0.381
H 0.92009 3.44394 -5.23524 -0.783 0.462 0.001
C -5.97848 -1.53676 2.49677 -0.655 0.193 0.485
O -6.51971 -0.71125 1.45555 -0.564 -1.067 2.282
C -5.63311 -0.50146 0.43791 1.130 0.146 -1.956
C -6.17415 0.54784 -0.47235 -0.333 0.428 0.244
N -7.26444 0.00410 -1.20703 -2.097 0.116 -0.227
C -8.59040 -0.01904 -0.54426 0.167 -0.560 0.944
C -9.14848 1.40173 -0.26919 -0.372 -0.469 -1.822
O -9.09844 2.12589 -1.50345 0.403 -1.064 -0.425
C -9.62849 3.41169 -1.48784 -0.485 -0.352 1.303
H -6.48857 -1.21566 3.41025 0.268 0.033 0.021
H -4.91048 -1.39588 2.58042 0.451 0.328 0.144
H -6.11970 -2.63946 2.47899 -0.367 0.489 -0.895
H -5.61721 -1.41394 -0.19608 1.032 0.181 0.433
H -4.68624 -0.04241 0.78652 0.142 -1.074 0.119
H -5.47405 0.88952 -1.21310 0.741 -0.004 -0.024
H -6.38079 1.38382 0.21442 -0.405 0.409 -0.286
H -7.47746 0.49026 -2.08494 0.682 -0.049 0.447
H -8.63134 -0.58532 0.43703 0.595 0.720 -1.068
H -9.13237 -0.67699 -1.22424 -0.893 0.655 -0.022
H -8.53036 1.89795 0.46336 0.148 0.266 0.526
H -10.20605 1.41815 0.00140 -0.004 -0.360 0.629
H -9.56186 3.78412 -2.49875 -0.295 0.310 -0.109
H -9.05163 3.99247 -0.79269 0.638 0.908 0.187
H -10.64381 3.44770 -1.02115 0.184 -0.153 -0.849
C 6.16961 2.66527 -3.09677 -0.522 0.026 0.001
O 5.53723 1.41470 -3.35469 -0.207 0.057 0.685
C 4.11648 1.47959 -3.15122 0.101 0.557 0.738
C 3.41342 1.93053 -4.38720 -0.025 0.892 -1.360
N 3.79993 1.15214 -5.58467 -0.671 0.194 0.207
C 3.27855 1.54018 -6.89898 -0.414 -0.961 0.505
C 2.02388 0.81968 -7.20879 -1.572 -0.777 -1.633
O 1.00843 1.17567 -6.29610 -0.222 -0.130 0.390
C -0.21603 0.51451 -6.58007 0.379 1.220 -0.122
H 6.05293 3.00017 -2.04925 0.138 -0.386 -0.216
H 5.69423 3.42916 -3.70470 0.049 0.341 -0.209
H 7.22095 2.59863 -3.37212 -0.057 -0.164 0.103
H 3.83190 2.25240 -2.39067 0.538 -0.715 -0.223
H 3.74141 0.52079 -2.77905 0.320 0.010 -0.194
H 3.61112 3.03876 -4.44679 -0.171 -0.704 -0.469
H 2.34749 1.82168 -4.23207 -0.300 -0.031 0.041
H 4.77662 1.15299 -5.67682 1.569 -0.044 0.341
H 3.94578 1.31634 -7.75076 0.209 0.189 0.747
H 2.95170 2.54797 -6.93700 0.283 1.573 -0.014
H 2.11667 -0.28901 -7.28592 0.174 0.571 0.331
H 1.67055 1.17090 -8.21487 0.329 -0.277 0.325
H -0.86091 0.66328 -5.72392 -0.210 -0.129 0.065
H -0.01645 -0.50883 -6.76206 0.008 -1.401 0.091
H -0.69954 0.89084 -7.49395 0.084 0.257 0.144
C -5.51766 4.83814 -0.97774 -0.651 -0.401 -0.024
O -4.76505 4.35427 -2.07670 0.826 0.429 0.854
C -5.57741 3.64813 -2.97409 -0.715 0.763 -0.584
C -4.73483 2.71372 -3.86385 -0.495 0.033 1.158
N -4.20495 1.60768 -3.05374 0.497 0.627 -0.133
C -3.31033 0.64755 -3.71246 -1.588 -1.375 2.510
C -4.15817 -0.59696 -4.03383 -0.501 1.356 -1.920
O -3.36860 -1.36556 -4.89941 0.366 -1.423 -0.445
C -3.76295 -2.71650 -5.16527 -0.373 0.242 0.324
H -6.34330 5.50877 -1.32477 0.458 -0.488 0.305
H -4.89981 5.37632 -0.26487 0.343 0.129 -0.221
H -5.92236 3.96169 -0.42334 -0.158 0.522 -0.243
H -6.03365 4.40417 -3.64653 -0.049 -0.294 0.026
H -6.43013 3.25593 -2.35929 0.685 -0.729 -0.892
H -3.99620 3.32805 -4.42790 -0.137 -0.356 0.426
H -5.44155 2.33823 -4.58631 -0.158 -0.410 -0.464
H -3.74477 1.99256 -2.24028 0.054 0.166 0.071
H -2.50256 0.31229 -3.03842 -0.445 0.270 0.078
H -2.80961 1.03633 -4.52696 0.689 0.824 -2.262
H -5.12378 -0.28937 -4.54205 0.831 -0.075 0.229
H -4.50197 -1.09857 -3.15760 0.207 -0.627 0.998
H -4.59278 -2.80268 -5.90628 0.441 0.246 0.510
H -4.03488 -3.24793 -4.24451 -0.336 0.265 0.077
H -2.91111 -3.28810 -5.52487 0.249 0.382 -0.342
C -2.72799 -4.56225 5.45946 1.582 1.398 -0.916
O -1.73839 -4.57590 4.42452 0.358 0.012 -0.851
C -1.47649 -5.83704 3.73007 -0.880 1.359 0.914
C -0.34595 -5.61566 2.73104 -0.017 -2.860 -1.081
N 0.93666 -5.21958 3.20903 0.923 -0.677 0.742
C 1.82830 -6.30061 3.71352 -0.774 -0.001 -0.332
C 3.03056 -5.63915 4.29815 0.993 0.123 -0.090
O 2.69335 -4.71546 5.32206 -0.726 -0.198 0.811
C 3.71871 -4.44570 6.26661 1.792 -0.423 -1.955
H -2.44640 -3.68373 6.05270 -0.240 -0.303 0.138
H -2.53003 -5.44249 5.96696 -0.244 -1.740 1.757
H -3.77674 -4.46240 5.20429 -0.193 -0.167 -0.745
H -2.42110 -6.05725 3.26264 -0.234 -0.442 -0.835
H -1.33217 -6.65735 4.44443 0.524 0.195 0.158
H -0.66174 -5.04300 1.87651 -0.360 0.947 -0.043
H -0.12590 -6.60237 2.20378 -0.661 0.690 0.678
H 0.81860 -4.60913 3.98708 -0.117 0.841 0.570
H 2.20470 -6.91543 2.88181 -0.236 0.322 0.039
H 1.37546 -7.01040 4.43563 -0.191 0.437 -0.084
H 3.48454 -5.06431 3.47186 0.320 -0.354 0.305
H 3.71620 -6.42118 4.68709 -0.144 0.428 -0.225
H 4.69859 -4.53296 5.66650 -0.955 0.584 1.017
H 3.83113 -5.20801 7.04672 -0.507 0.134 0.097
H 3.58152 -3.42579 6.64096 0.017 -0.354 0.085
C 6.28521 -10.92429 0.91184 -0.567 -0.853 -2.282
O 5.59248 -9.72916 1.29643 0.249 -1.647 -0.870
C 4.56815 -9.40602 0.37510 -0.336 0.585 0.358
C 3.74642 -8.34538 1.06735 -0.739 0.322 0.121
N 4.46106 -7.20567 1.61138 -0.207 0.859 -0.852
C 5.17625 -6.38488 0.62125 -0.089 0.237 0.113
C 5.87843 -5.14077 1.26714 -0.064 -1.511 -0.853
O 4.87884 -4.25491 1.64573 -0.226 0.404 0.261
C 5.38606 -3.03641 2.14345 -0.670 0.948 -0.850
H 7.35830 -10.77299 0.96477 0.094 0.036 0.395
H 6.10842 -11.28024 -0.23051 0.103 1.180 2.405
H 5.95219 -11.78609 1.50841 0.214 0.331 0.062
H 3.81645 -10.18795 0.12678 0.887 -0.226 0.179
H 5.03978 -9.04411 -0.55233 -0.267 -0.105 0.049
H 3.16599 -8.79392 1.90134 0.463 -0.009 -0.383
H 2.98195 -8.03999 0.33801 0.114 0.405 0.157
H 5.09349 -7.50207 2.32544 0.424 -0.329 0.352
H 4.45187 -6.02731 -0.12143 -0.193 0.270 0.326
H 5.84708 -6.97645 -0.01797 0.556 0.086 0.422
H 6.51723 -4.64877 0.48575 -0.084 -0.498 0.666
H 6.47770 -5.45411 2.15644 -0.060 0.174 -0.611
H 5.58141 -3.01438 3.20547 0.366 -0.475 0.485
H 4.55547 -2.31800 2.00655 0.599 -0.031 -0.095
H 6.29549 -2.71883 1.57958 -0.584 -0.067 0.348
C 1.64014 1.44513 2.38871 0.682 -0.511 -0.686
O 2.42495 2.08805 3.39611 -0.592 0.296 -0.190
C 2.27129 3.49830 3.48566 1.034 0.518 -0.613
C 3.00778 4.25997 2.33691 0.297 -0.794 -0.288
N 2.25129 4.12805 1.05902 0.569 0.037 -0.220
C 2.71026 4.92355 -0.11347 1.139 -0.105 1.697
C 2.22604 4.42100 -1.46212 -0.113 0.110 0.405
O 3.02160 4.95724 -2.49491 0.088 -0.265 -0.205
C 2.59239 6.23707 -2.89058 0.511 -0.017 -0.900
H 1.92640 0.36172 2.39586 -0.439 0.980 0.213
H 1.88226 1.81355 1.35967 -0.201 -0.076 0.869
H 0.55657 1.57620 2.56583 0.297 -0.090 0.060
H 2.61790 3.79172 4.49977 0.137 -0.137 -0.745
H 1.26559 3.87266 3.40434 -1.146 -0.410 0.193
H 3.96905 3.70588 2.18964 -0.416 0.850 0.136
H 3.16940 5.32271 2.64016 0.076 -0.560 -0.162
H 1.27486 4.25161 1.24350 -0.581 0.238 -0.022
H 3.83187 4.77204 -0.12169 -1.064 0.525 -0.046
H 2.46148 6.00134 0.03970 0.408 -0.451 -0.234
H 1.18559 4.71208 -1.64025 -0.212 -0.268 0.035
H 2.33381 3.34131 -1.48176 -0.210 -0.143 -0.074
H 3.32931 6.58599 -3.64890 -0.760 -0.234 0.249
H 2.66526 6.92864 -2.06720 -0.240 0.450 0.412
H 1.55517 6.19579 -3.29114 0.543 0.185 0.101
C -4.94179 1.75447 6.40013 -0.151 1.047 -0.985
O -3.64836 2.20913 6.10482 -0.208 0.652 0.355
C -2.92733 1.38373 5.23428 0.269 1.280 -0.901
C -1.56111 2.00905 5.05807 0.464 -1.516 1.511
N -0.81007 1.72310 6.31588 -0.486 0.945 -1.492
C 0.54434 2.24321 6.38581 0.877 0.604 0.686
C 1.11402 1.79549 7.71311 1.747 -0.129 1.096
O 2.35317 2.51470 7.97957 -1.108 0.760 -0.966
C 3.04414 1.93960 9.01534 2.412 1.017 0.916
H -4.99137 0.84750 6.94892 0.275 -0.969 0.747
H -5.50955 1.60783 5.47951 -0.161 -0.150 -0.132
H -5.41133 2.56409 6.93546 -0.279 0.088 0.388
H -3.34422 1.38031 4.21816 -0.582 -0.392 0.202
H -2.91077 0.42831 5.69190 0.383 -1.412 -0.074
H -1.71669 3.04776 4.76333 0.454 0.156 0.272
H -1.03915 1.45719 4.28933 0.152 0.029 -0.583
H -1.42397 2.01640 7.06576 0.477 0.259 0.347
H 0.74857 3.33512 6.42603 -0.960 0.030 -0.274
H 1.19933 1.93941 5.53699 -0.716 -0.434 0.421
H 1.43594 0.73435 7.74815 -0.939 0.325 0.000
H 0.45576 2.06612 8.57662 -0.003 -0.577 -0.729
H 3.95885 2.58171 9.30642 -1.376 -0.795 -0.725
H 3.40833 0.97623 8.73216 0.470 -0.990 -0.254
H 2.51437 1.79518 9.93915 -0.880 0.123 0.506
C -0.51223 6.86209 2.35880 -0.409 1.230 0.004
O -1.27521 5.91078 3.08188 -1.261 0.898 -1.324
C -2.63493 5.78086 2.47362 1.593 -0.654 0.886
C -3.34000 4.81508 3.46486 -0.671 1.635 -1.519
N -4.66937 4.63609 2.90437 -1.181 0.797 0.260
C -5.49515 3.71729 3.64889 -0.607 -1.836 0.870
C -6.75116 3.27900 2.89423 0.012 -0.336 -1.795
O -7.62886 4.39648 2.58252 0.031 -0.856 1.492
C -8.72566 4.47458 3.52785 0.890 1.262 -0.487
H -0.32265 6.56849 1.31689 0.065 -0.179 0.168
H 0.41466 7.14171 2.86108 0.170 -0.829 0.150
H -1.00752 7.86152 2.32522 -0.237 -0.609 -0.128
H -2.51285 5.33998 1.43882 -0.230 0.290 1.193
H -3.19102 6.75418 2.33703 0.769 -0.676 0.520
H -3.36577 5.19251 4.48589 0.216 0.333 0.143
H -2.82507 3.89082 3.49208 0.472 -0.955 -0.254
H -5.18143 5.53269 3.04092 0.660 -0.660 -0.664
H -5.83189 4.17469 4.56999 -0.100 0.184 0.700
H -4.95674 2.78184 3.99588 -0.244 1.135 -0.811
H -7.32116 2.40643 3.34582 0.642 1.143 -0.069
H -6.42165 2.90058 1.88346 -0.231 0.314 0.855
H -9.42412 5.18473 3.06002 0.093 -0.280 0.436
H -8.45527 4.82564 4.56429 0.064 -0.213 -1.011
H -9.15580 3.50347 3.60197 -0.659 -0.774 0.147
C 5.60362 1.16143 5.23638 -1.462 -0.634 -1.768
O 4.74221 0.13370 4.70040 1.278 0.432 -0.573
C 3.73620 -0.27229 5.55017 0.782 -1.885 1.146
C 2.91206 -1.27467 4.76947 -0.587 -0.956 -0.809
N 1.83787 -1.85381 5.58318 -1.371 -2.178 0.486
C 0.51500 -1.25470 5.82358 1.818 4.263 -1.334
C -0.21604 -1.66789 7.03698 0.242 -1.774 0.286
O 0.42632 -1.34477 8.28103 0.055 -0.469 -0.390
C 1.00784 -2.45562 9.01210 -0.558 1.029 -1.614
H 6.16195 1.41824 4.32910 0.413 0.314 0.690
H 6.21420 0.91648 6.11217 -0.149 -0.307 -0.174
H 4.85363 1.90273 5.42858 0.310 1.316 0.670
H 3.09676 0.51009 5.98096 0.310 0.235 -0.084
H 4.31160 -0.84172 6.34988 -1.276 0.556 -0.006
H 3.60889 -2.12062 4.43018 -1.054 1.052 0.551
H 2.53955 -0.79720 3.82636 0.256 -0.252 0.662
H 1.66528 -2.86357 5.41346 0.838 0.959 -0.164
H -0.21940 -1.15393 4.96960 0.636 -0.753 0.317
H 0.75165 -0.18204 6.01278 -0.237 -0.489 -0.342
H -0.30009 -2.74703 6.82253 -0.322 -0.318 1.133
H -1.22360 -1.25093 6.98991 0.096 0.171 0.281
H 1.49306 -3.12339 8.30332 0.204 -0.159 0.092
H 0.20442 -2.95391 9.50836 -0.414 -0.633 0.605
H 1.72125 -2.04997 9.71411 0.130 0.118 0.152